Entry 1:
Computed, not measured: C3H3F3O in the gas phase, with wB97M-V/def2-TZVPD.

As for the energy relative to the best compared isomer or geometry (same formula, charge and spin): 136.1 kJ/mol. The calculated total energy is -490.89886 Eh. For the frontier orbital gap, the calculation gives 10.72 eV.

Structure (XYZ):
```
10
Properties=species:S:1:pos:R:3:forces:R:3
O 2.4998 0.2345 -0.0119 -2.5 1.1 0.2
C 1.3526 0.5535 0.2941 2.0 -2.5 1.0
C 0.2076 -0.5811 0.1726 -1.1 2.4 0.7
F 0.6569 -1.5649 -0.6380 -0.2 0.2 -1.1
C -1.1784 0.1574 -0.3582 3.6 -0.7 -1.4
F -1.5756 1.2374 0.3742 0.6 -0.6 -0.3
F -2.1155 -0.7491 -0.3532 -1.8 -1.2 0.4
H 1.1750 1.4920 0.8852 -0.4 -0.5 -0.8
H -0.0608 -1.1697 1.0704 0.3 1.2 0.4
H -0.9617 0.3900 -1.4352 -0.4 0.6 0.9
```
Forces are in eV/Å.

Mulliken atomic charge list, values in e, 8 entries:
1. O -0.43
2. C -0.02
3. C 0.13
4. F -0.26
5. C 0.21
6. F -0.25
7. F -0.24
8. H 0.34

Entry 2:
Computed, not measured: a molecular structure, C48H52BBr2FI2N10O5SW, with wB97M-V/def2-TZVPD.

As for the energy relative to the best compared isomer or geometry (same formula, charge and spin): 104.0 kJ/mol. The calculated total energy is -9117.04187 Eh. The charge is +2. For the frontier orbital gap (alpha / beta), the calculation gives 5.12 / 5.12 eV.

Structure (XYZ):
```
123
Properties=species:S:1:pos:R:3:forces:R:3
W -1.0217 -0.5845 -0.3356 -1.8 -0.1 -0.7
C -4.7581 -4.5376 1.4387 0.0 0.0 0.0
C -3.3374 -3.9689 1.4083 -0.1 0.0 -0.2
C -2.7478 -3.9010 2.8275 -0.1 0.0 0.0
C -3.2232 -2.5934 0.7597 0.1 -0.2 0.1
C -4.4728 -1.8467 0.6864 0.2 0.1 0.2
C -4.7054 -0.8509 -0.1587 -0.2 -0.1 -0.2
N -2.8322 -1.0032 -1.9094 0.4 0.9 -0.1
N -2.1220 -2.0932 0.3064 0.3 0.6 0.3
B -2.2949 -0.3179 -3.2179 -0.3 0.4 -0.3
N -2.1429 1.2017 -3.1352 0.2 -0.6 0.0
C -2.6694 2.0676 -4.0177 0.0 0.1 -0.1
C -2.2122 3.3133 -3.7013 -0.1 0.0 0.1
C -1.3880 3.1398 -2.5684 -0.1 -0.2 -0.4
N -1.3137 1.8271 -2.2527 -0.1 0.8 0.1
C -0.8241 4.3948 -1.9249 -0.3 -0.1 -0.1
C 0.3990 4.2731 -1.0518 0.1 -0.2 0.1
C -1.9334 5.1380 -1.1647 0.0 0.1 -0.1
N -0.9246 -0.9486 -3.3448 -0.1 -0.3 -0.3
C -0.2433 -1.1112 -4.4642 0.2 0.1 0.1
C 0.9769 -1.6602 -4.1365 0.1 0.0 -0.1
C 0.9782 -1.8447 -2.7592 -0.1 -0.3 0.0
N -0.2265 -1.3961 -2.2658 0.3 0.1 0.0
C 2.1478 -2.6519 -2.1976 -0.3 -0.2 0.1
C 2.6023 -2.5066 -0.7399 0.2 0.0 0.1
C 1.9086 -4.1219 -2.5956 0.1 0.0 -0.1
H -4.6937 -5.5998 1.6718 0.0 0.0 0.0
H -5.2719 -4.4442 0.4809 0.0 0.0 0.0
H -5.3731 -4.0777 2.2139 0.0 0.0 0.0
H -2.7383 -4.6573 0.8152 0.0 0.0 0.0
H -3.2740 -3.1582 3.4310 0.0 0.0 0.0
H -1.6864 -3.6622 2.8175 0.0 0.0 0.0
H -2.8697 -4.8775 3.2970 0.0 0.0 0.0
H -5.2729 -2.1696 1.3372 0.0 0.1 0.0
H -5.6828 -0.3798 -0.1213 0.0 -0.1 -0.1
H -2.9495 -0.5564 -4.2040 0.0 -0.1 0.2
H -3.3214 1.7235 -4.8043 0.0 0.0 0.0
H -2.4430 4.2468 -4.1881 0.0 0.0 0.0
H -0.5630 5.0269 -2.7767 0.0 0.0 0.0
H 0.2104 3.5537 -0.2535 0.0 -0.1 0.1
H 0.6224 5.2340 -0.5848 0.0 0.0 0.0
H 1.2742 3.9653 -1.6210 0.0 -0.1 0.0
H -2.0939 4.6946 -0.1813 0.0 -0.1 0.1
H -2.8782 5.1258 -1.7098 0.0 0.0 0.0
H -1.6469 6.1792 -1.0101 0.0 0.0 0.0
H -0.6689 -0.8236 -5.4122 0.0 0.0 0.0
H 1.7702 -1.9482 -4.8071 0.0 0.0 0.0
H 2.9812 -2.3231 -2.8207 0.0 0.0 0.0
H 2.4599 -3.4318 -0.1846 -0.1 0.0 0.0
H 2.1002 -1.7062 -0.2088 0.0 -0.1 0.0
H 3.6756 -2.3034 -0.7004 0.0 0.0 0.0
H 0.9935 -4.5148 -2.1574 0.1 0.0 -0.1
H 2.7352 -4.7429 -2.2495 0.0 0.0 0.0
H 1.8310 -4.2244 -3.6778 0.0 0.0 0.0
Br -5.8649 3.3507 -2.0527 -0.1 0.1 -0.1
C -4.7560 2.0475 -1.3006 0.4 0.4 0.7
C -4.5650 0.8620 -1.8560 0.2 -0.5 -0.1
C -3.7261 -0.1692 -1.1063 -0.7 0.0 0.0
N -2.7268 0.4128 -0.2707 0.7 1.1 0.2
C -2.9848 1.6471 0.2977 0.2 -0.4 0.1
C -3.9897 2.4321 -0.1046 -0.5 0.0 -0.6
C -1.9230 1.9991 1.2018 -0.3 0.2 0.0
C -1.9715 2.9874 2.1720 0.1 0.1 -0.1
C -0.8434 3.1997 2.9361 -0.1 0.0 -0.1
Br -0.8407 4.4914 4.2623 0.0 0.2 0.2
C 0.2966 2.4310 2.7006 0.1 -0.2 -0.2
C 0.2518 1.4587 1.7306 -0.3 0.6 0.2
N -0.8537 1.2347 0.9881 0.6 -0.2 0.2
H -5.0639 0.5457 -2.7641 0.0 0.0 0.0
H -3.2430 -1.9056 -2.1323 0.4 -0.2 0.2
H -4.1661 3.3908 0.3614 0.0 0.0 0.0
H -2.8751 3.5596 2.3263 0.0 0.0 0.0
H 1.2063 2.5806 3.2670 0.0 0.0 0.0
H 1.1006 0.8341 1.5405 -0.1 0.1 0.0
I -0.4414 -3.6784 0.0740 0.8 -2.2 0.1
I 0.7719 -6.1595 0.2227 0.0 0.2 0.1
F -2.5576 -1.6432 7.3935 0.0 0.0 0.0
C -1.6897 -2.1968 6.5551 0.0 -0.1 0.1
C -1.0783 -1.4907 5.6125 0.2 0.2 -0.2
N -0.1720 -2.0764 4.7302 -0.1 0.3 0.2
C 0.4295 -1.3053 3.6724 0.1 -0.3 -0.2
C -0.5553 -1.0700 2.5380 0.3 0.0 0.0
O -1.7251 -0.8652 2.7274 0.0 0.1 -0.1
O 0.0287 -1.0481 1.3188 -1.0 -0.3 0.3
C 0.0667 -3.4380 4.7261 -0.1 -0.3 0.1
O 0.7403 -3.9838 3.8770 0.1 0.1 0.0
N -0.5442 -4.1231 5.7525 0.0 0.1 0.0
C -1.4288 -3.6287 6.7225 0.0 -0.1 0.0
O -1.9038 -4.3336 7.5691 0.0 0.0 0.0
H -1.2620 -0.4332 5.4906 0.0 0.0 0.0
H 1.2914 -1.8535 3.2997 0.0 0.0 0.0
H 0.7661 -0.3368 4.0493 -0.1 0.0 0.0
H -0.3428 -5.1135 5.8010 0.0 0.0 0.0
O 0.9082 0.1634 -0.6595 0.2 -0.1 0.7
S 1.8482 1.1933 -1.3158 -0.3 0.6 -0.6
C 3.2241 0.3313 -2.0651 0.2 0.1 0.0
C 4.0049 1.4192 -2.7690 0.1 -0.2 0.0
C 5.3106 1.6904 -2.3726 0.0 0.0 0.0
C 6.0502 2.6597 -3.0361 0.0 0.0 0.0
C 5.4851 3.3650 -4.0895 0.0 0.0 0.0
C 4.1793 3.1005 -4.4839 0.0 0.0 0.0
C 3.4400 2.1284 -3.8275 0.0 0.0 0.0
C 2.7481 2.0817 -0.0320 0.2 -0.1 0.1
C 3.6968 1.3455 0.8804 -0.1 0.1 -0.1
C 4.9360 1.9294 1.1293 0.1 0.0 0.0
C 5.8282 1.3378 2.0121 0.0 0.0 0.0
C 5.4942 0.1508 2.6487 0.0 0.0 0.0
C 4.2627 -0.4402 2.4024 0.0 0.0 0.0
C 3.3642 0.1568 1.5280 0.1 0.0 0.0
H 2.7829 -0.3768 -2.7592 0.1 0.2 0.0
H 3.8100 -0.1862 -1.3051 0.0 0.1 -0.1
H 5.7531 1.1340 -1.5541 0.0 0.0 0.0
H 7.0707 2.8583 -2.7366 0.0 0.0 0.0
H 6.0642 4.1159 -4.6104 0.0 0.0 0.0
H 3.7418 3.6433 -5.3111 0.0 0.0 0.0
H 2.4242 1.9159 -4.1457 0.0 0.0 0.0
H 1.9875 2.6341 0.5076 -0.1 0.1 0.0
H 3.2839 2.8207 -0.6347 0.0 0.0 0.0
H 5.2078 2.8521 0.6288 0.0 0.0 0.0
H 6.7878 1.8021 2.1967 0.0 0.0 0.0
H 6.1921 -0.3121 3.3333 0.0 0.0 0.0
H 4.0028 -1.3738 2.8864 0.0 0.0 0.0
H 2.4099 -0.3181 1.3482 0.1 -0.2 -0.1
```
Forces are in eV/Å.

Mulliken atomic charge list, values in e, 8 entries:
1. W 2.31
2. C -1.88
3. C 0.04
4. C -0.55
5. C 1.17
6. C -1.38
7. C -1.17
8. N -0.66

Entry 3:
Computed, not measured: C8H14N2O3S in the gas phase, with wB97M-V/def2-TZVPD.

As for the energy relative to the best compared isomer or geometry (same formula, charge and spin): 396.0 kJ/mol. The calculated total energy is -1046.53168 Eh. For the frontier orbital gap, the calculation gives 8.16 eV.

Structure (XYZ):
```
28
Properties=species:S:1:pos:R:3:forces:R:3
C 1.4567 -4.0517 -0.0897 1.1 0.3 -0.6
C 1.6752 -2.8026 -0.4552 1.4 0.7 -0.1
N 0.7160 -1.8116 -0.1413 0.1 -2.9 -0.8
C -0.6325 -2.0253 0.0782 -3.0 -1.3 0.8
C -1.1702 -0.8511 0.4845 2.5 -1.0 -1.3
N -0.1870 0.1116 0.3964 0.2 -1.2 1.5
C -0.2065 1.5364 0.5631 0.6 1.2 -0.1
C -1.4688 2.4078 0.6518 2.1 0.5 1.3
C -2.0337 2.3998 2.0956 -2.1 1.6 -1.3
C 0.9414 -0.5264 -0.1353 1.1 3.8 0.4
S 0.9470 0.3060 -2.0899 0.2 0.6 -1.4
O -0.2588 0.8708 -2.6363 -1.0 0.4 0.3
O 1.6603 -0.5221 -3.0228 1.0 -0.6 -0.1
O 1.8834 1.6286 -1.7005 0.4 -0.4 0.2
H 2.2382 -4.7682 -0.2450 0.0 -0.4 -0.1
H 0.5469 -4.3141 0.3688 -0.8 -0.5 0.5
H 2.6627 -2.4563 -0.9391 -2.0 -0.4 0.8
H -1.2328 -2.9924 -0.0016 1.6 1.5 0.0
H -2.1472 -0.6302 0.6627 -2.4 0.6 0.6
H 0.3154 1.7869 -0.3330 0.3 1.2 -0.3
H 0.4114 1.8924 1.4116 0.0 -0.6 -0.2
H -1.0750 3.4135 0.3254 -0.5 -0.8 0.6
H -2.1810 2.1771 -0.0830 -1.1 -0.7 -0.9
H -3.1113 2.5385 1.9534 -0.2 -0.2 0.1
H -1.9661 1.4507 2.5634 0.6 -0.7 0.7
H -1.8752 3.2686 2.7599 1.0 -0.6 -0.3
H 1.9955 -0.2018 0.0303 -1.0 0.0 0.3
H 2.0959 2.1652 -2.4726 -0.1 0.0 -0.4
```
Forces are in eV/Å.

Mulliken atomic charge list, values in e, 8 entries:
1. C -0.89
2. C 0.30
3. N 0.27
4. C -0.45
5. C -0.54
6. N 0.14
7. C -0.01
8. C -0.73

Entry 4:
Computed, not measured: 2 unconnected molecules or ions with the total composition C21H37B2FN3O13P, with wB97M-V/def2-TZVPD.

As for the energy relative to the best compared isomer or geometry (same formula, charge and spin): 90.4 kJ/mol. The calculated total energy is -2455.94668 Eh. For the frontier orbital gap, the calculation gives 7.57 eV.

Structure (XYZ):
```
78
Properties=species:S:1:pos:R:3:forces:R:3
C 6.4131 -0.7915 2.2343 0.0 -0.4 -0.2
C 6.0960 -1.1855 0.7860 -0.5 0.8 0.3
C 4.6774 -0.7455 0.3490 0.2 -0.3 0.2
C 3.6305 -1.8593 0.4228 0.6 -0.2 -0.1
C 3.0650 -2.0789 1.8206 -0.6 0.5 -0.5
C 2.0516 -0.9909 2.2372 0.4 -0.4 0.4
C 0.6532 -1.4949 1.9146 -0.2 -0.5 -0.1
N -0.4397 -0.4829 1.7902 1.1 0.5 -0.7
C -0.2403 0.7829 2.4906 -0.4 0.4 0.1
C -0.1906 0.5769 4.0002 1.5 0.1 1.2
O 0.7903 0.7912 4.6870 -1.9 -0.5 -1.3
O -1.3586 0.0678 4.5203 0.7 0.3 0.2
C -0.9783 -0.3444 0.5333 -0.6 0.0 0.3
N -0.7336 0.6868 -0.4067 -0.1 -0.4 0.6
O -1.5785 1.8269 -0.2341 0.2 0.1 0.3
C 0.6626 1.0904 -0.5924 0.0 0.9 -0.7
C 0.9587 2.5560 -0.2699 0.0 0.2 0.0
C 2.4442 2.7616 -0.0825 -0.2 -0.5 0.5
F 2.7427 4.0980 0.0227 0.1 0.1 -0.2
N -1.8547 -1.1972 0.0977 -0.7 -0.8 -0.1
B -2.4206 -1.0353 -1.2855 0.7 0.4 -1.4
O -1.6573 -1.4587 -2.3564 -0.1 -0.5 0.9
O -3.6525 -0.5300 -1.4327 0.4 0.2 1.0
P -2.4683 -2.5766 1.0799 0.7 -0.3 1.8
C -4.1669 -2.0066 1.5143 0.1 0.8 -0.9
C -4.1775 -0.5043 1.8184 0.3 0.1 -0.2
C -2.6260 -3.9573 -0.1021 0.0 0.3 -0.6
C -1.2599 -4.3233 -0.7271 -0.4 0.2 0.8
H 6.0468 -1.5511 2.9195 0.1 0.0 0.3
H 5.9498 0.1518 2.5097 -0.1 0.2 -0.1
H 7.4812 -0.6666 2.3801 0.2 -0.2 0.1
H 6.1916 -2.2576 0.6396 0.2 -0.1 0.0
H 6.8157 -0.6820 0.1482 0.1 -0.1 -0.2
H 4.7469 -0.3416 -0.6568 -0.2 0.0 -0.2
H 4.3656 0.0569 1.0159 0.0 0.3 -0.1
H 2.8489 -1.6957 -0.3213 -0.3 0.1 0.1
H 4.1235 -2.7846 0.1237 0.0 -0.1 -0.2
H 3.8659 -2.1011 2.5501 0.2 -0.2 0.1
H 2.5420 -3.0345 1.8154 0.1 -0.2 0.3
H 2.1793 -0.8383 3.3034 -0.3 0.2 0.2
H 2.2997 -0.0470 1.7620 0.0 0.1 -0.2
H 0.3651 -2.2495 2.6424 -0.1 0.0 0.2
H 0.7160 -2.0246 0.9640 -0.2 0.0 -0.2
H 0.5952 1.3827 2.1496 0.4 -0.2 0.1
H -1.1252 1.3959 2.3115 -0.1 0.1 -0.1
H -2.0667 0.7029 4.3758 -0.3 -0.1 -0.2
H -2.4611 1.4890 -0.0384 -0.3 -0.1 -0.4
H 1.3450 0.4056 -0.0964 -0.2 -0.2 0.4
H 0.8659 0.9806 -1.6561 0.0 -0.2 -0.1
H 0.4573 2.9042 0.6270 -0.1 0.0 0.1
H 0.5990 3.1728 -1.0874 0.0 0.1 -0.1
H 2.7315 2.2960 0.8643 0.2 -0.1 0.1
H 3.0322 2.2841 -0.8652 0.1 0.3 -0.3
H -2.1665 -2.1292 -2.8220 0.0 0.2 -0.7
H -3.7008 -0.0890 -2.3011 -0.9 0.1 -0.9
H -4.8323 -2.1612 0.6677 -0.3 -0.3 0.1
H -4.5034 -2.5238 2.4047 0.1 -0.5 0.0
H -4.0871 0.0752 0.9034 -0.1 0.0 -0.1
H -5.1128 -0.2115 2.2799 -0.1 0.0 0.2
H -3.3397 -0.2286 2.4574 0.0 0.0 0.3
H -3.4072 -3.8192 -0.8500 0.0 0.1 -0.2
H -2.9523 -4.7972 0.5072 -0.2 0.0 0.2
H -0.7486 -4.9960 -0.0472 0.2 -0.2 -0.1
H -1.4126 -4.8010 -1.6850 0.2 -0.1 -0.2
H -0.6291 -3.4434 -0.8112 0.1 0.1 -0.4
B -2.4622 3.4390 -4.1627 0.1 0.4 -0.1
O -2.4859 4.5076 -3.1515 0.2 -0.2 -0.2
C -1.2719 5.0475 -3.0673 -0.4 0.3 0.4
O -0.9518 5.9359 -2.3364 0.1 0.0 0.0
C -0.3609 4.3198 -4.0596 0.3 -0.3 -0.4
O 0.7990 4.5377 -4.2424 0.1 0.0 0.1
O -1.0851 3.3892 -4.6772 -0.2 0.1 0.2
O -2.8493 2.1355 -3.5614 -0.1 0.0 -0.1
C -3.9059 1.6738 -4.1893 0.4 -0.2 0.5
O -4.4473 0.6318 -3.9136 -0.1 -0.3 0.2
C -4.3053 2.6653 -5.2820 -0.1 0.5 -0.5
O -5.2265 2.5417 -6.0312 0.0 -0.1 0.1
O -3.4475 3.6763 -5.2397 0.0 -0.4 0.4
```
Forces are in eV/Å.

Mulliken atomic charge list, values in e, 8 entries:
1. C -1.15
2. C -0.64
3. C -0.14
4. C -0.88
5. C -0.99
6. C 0.63
7. C -1.25
8. N 1.47